16
Properties=species:S:1:pos:R:3:forces:R:3 method="wB97M-V/def2-TZVPD" orbital_gap_ev=11.02 homo_ha=-0.3723 relative_energy_kcal_mol=44.8 total_energy_ha=-308.8268 smiles="OCCO.C=C" multiplicity=1
C -0.266270 2.526104 0.328720 0.2 0.0 0.1
C 0.797814 1.830979 0.720930 -0.1 0.1 0.0
C -0.949588 -0.938032 -0.337099 -0.1 -0.3 0.3
O -0.792936 -0.116265 -1.469286 0.1 0.2 0.0
C 0.317931 -1.673847 0.072427 -0.1 0.4 0.2
O 0.506729 -2.767941 -0.799117 0.3 -0.2 0.0
H -0.219436 3.222959 -0.504679 0.0 -0.1 0.1
H -0.345529 0.685969 -1.166195 -0.1 -0.1 -0.1
H -1.227913 2.426908 0.826893 0.2 0.0 -0.1
H 1.759488 1.921998 0.221254 -0.1 0.0 0.1
H 0.747615 1.136296 1.557096 0.0 0.1 -0.1
H -1.318223 -0.361910 0.527350 0.1 -0.1 -0.2
H -1.707350 -1.686138 -0.589170 0.1 0.1 0.0
H 0.212925 -2.009202 1.118664 0.0 0.0 -0.2
H 1.169771 -0.973702 0.030672 -0.1 -0.1 0.0
H 1.314973 -3.224176 -0.538460 -0.1 0.0 -0.1